Record 1
Formula: C13H15NOV
Source: the Open Molecules 2025 dataset
Level of theory: ωB97M-V/def2-TZVPD

Values from the calculation:
<S²>: 3.760
HOMO level (spin up / spin down) in eV: -16.65 / -16.76
Frontier orbital gap (spin up / spin down) in eV: 9.381 / 8.709
Energy above the lowest of the compared OMol25 structures with the same formula, charge and spin in eV: 0.0000

The geometry in ORCA input format:
```
! wB97M-V def2-TZVPD RIJCOSX def2/J DEFGRID3
* xyz 2 4
V 0.4294 0.1602 0.1738
O 0.3758 0.5731 -1.7985
N -1.2775 -0.8111 -0.4102
C 2.5292 -0.0406 1.1518
C -2.7173 -1.4742 -2.2110
C 0.4616 -0.1267 2.4551
C -3.2248 -2.0853 -0.0030
C -3.6110 -2.0447 -1.3304
C -0.6745 -0.0336 -2.6341
C 2.3538 1.3905 0.9912
C 1.1066 1.9494 1.3682
C 0.1796 1.2200 2.2012
C 3.4537 2.2786 0.4654
C 1.5578 -0.7747 1.8577
C -2.0482 -1.5021 0.4112
C -1.5761 -0.8149 -1.7291
H 1.6827 -1.8689 1.9839
H -0.1656 -0.6994 3.1527
H -1.7910 -1.5578 1.4468
H 4.1389 1.7492 -0.2017
H 0.9196 3.0138 1.1443
H -0.6860 1.7221 2.5932
H -1.2661 0.7399 -3.1294
H 3.4375 -0.5759 0.8286
H -2.9291 -1.5953 -3.2679
H 0.8774 1.2357 -2.2858
H 3.0042 2.9930 -0.2082
H 3.9583 2.8166 1.2796
H -4.5170 -2.5459 -1.6547
H -3.7698 -2.6404 0.7774
H -0.2117 -0.6506 -3.4181
*
```



Record 2
Formula: C13H16AuBrGeNS5
Source: the Open Molecules 2025 dataset
Level of theory: ωB97M-V/def2-TZVPD

Values from the calculation:
HOMO level (spin up / spin down) in eV: -3.63 / -3.63
Frontier orbital gap (spin up / spin down) in eV: 5.093 / 5.091
Energy above the lowest of the compared OMol25 structures with the same formula, charge and spin in eV: 0.1047

The geometry in ORCA input format:
```
! wB97M-V def2-TZVPD RIJCOSX def2/J DEFGRID3
* xyz -1 1
Au 0.4556 -0.1061 -0.8009
Br -2.5734 -1.0225 2.3469
Ge 2.2311 2.7232 -0.3583
S 0.5915 -2.3237 0.1219
S 2.8106 -4.2508 -0.2343
S 1.5376 -1.1567 -2.9674
S 5.2496 -5.3808 -1.5314
S 3.7075 -3.1580 -2.7611
N -1.8181 1.0820 0.7534
C -3.4694 1.6860 2.3615
C 2.2775 -2.4027 -2.0679
C 1.8645 -2.9071 -0.8643
C 0.8015 1.8276 -1.2621
C 2.6794 4.4742 -1.2273
C 3.9015 1.6318 -0.2716
C -3.4534 2.9890 1.8913
C -2.6175 0.7803 1.7467
C 1.7427 3.0336 1.5537
C -2.5974 3.3363 0.8503
C -2.5121 4.7278 0.3099
C 3.9898 -4.3287 -1.5101
C -1.8029 2.3262 0.3149
H 1.4842 2.0811 2.0076
H 0.4654 2.2106 -2.2172
H 1.8526 5.1761 -1.1667
H -4.1099 3.7247 2.3379
H 0.8863 3.6946 1.6570
H -3.2737 5.3722 0.7436
H 2.5761 3.4583 2.1071
H 3.7133 0.7289 0.3006
H 4.7071 2.1797 0.2110
H -1.5292 5.1471 0.5248
H 3.5462 4.9263 -0.7557
H 2.9082 4.3217 -2.2782
H -2.6323 4.7107 -0.7716
H 4.2297 1.3372 -1.2631
H -4.1132 1.3712 3.1671
H -1.0755 2.5035 -0.4761
*
```



Record 3
Formula: C13H16BClN2O7PS
Source: the Open Molecules 2025 dataset
Level of theory: ωB97M-V/def2-TZVPD

Values from the calculation:
HOMO level in eV: -4.39
Frontier orbital gap in eV: 5.844

The geometry in ORCA input format:
```
! wB97M-V def2-TZVPD RIJCOSX def2/J DEFGRID3
* xyz -1 1
Cl -0.3403 1.2935 3.9997
S 2.3400 1.8148 1.8020
P -0.9117 2.0284 2.0936
O 1.6703 -0.6638 -3.1233
O 3.3851 2.0145 0.7965
O 0.9852 1.2274 -2.3407
O -2.8664 -4.6689 1.9797
O -1.9756 -2.9834 0.9752
O 2.5440 2.6029 3.0028
O -1.6059 0.6506 1.4542
N 1.8323 0.5033 -2.8057
N -2.9218 -3.5822 1.4294
C 4.1660 0.3180 -3.5650
C 3.1763 1.0782 -2.9756
C 2.4658 0.0866 2.2082
C 3.4067 2.3603 -2.5225
C 4.6704 2.9027 -2.6790
C -6.5982 -3.0516 1.6916
C 5.6763 2.1631 -3.2825
C 5.4248 0.8709 -3.7226
C -6.7432 -1.8351 1.0411
C -5.3442 -3.6217 1.8238
C -5.6322 -1.1832 0.5272
C -4.3719 -1.7427 0.6572
C -4.2508 -2.9589 1.3016
B 0.6804 2.1158 0.9723
H 4.8704 3.9017 -2.3200
H -2.3114 0.3592 2.0568
H -7.7248 -1.3934 0.9349
H 6.6624 2.5914 -3.4032
H 3.4249 -0.0486 2.6747
H -7.4630 -3.5587 2.0954
H 3.9595 -0.6875 -3.8960
H -5.7433 -0.2340 0.0235
H 0.5211 1.3188 0.0888
H 2.4471 -0.4302 1.2672
H 1.6497 -0.2012 2.8476
H 2.6218 2.9186 -2.0369
H 6.2113 0.2913 -4.1853
H -3.5068 -1.2292 0.2603
H -5.2205 -4.5682 2.3255
H 0.7401 3.2308 0.5273
*
```



Record 4
Formula: C13H16BClN4O2
Source: the Open Molecules 2025 dataset
Level of theory: ωB97M-V/def2-TZVPD

Values from the calculation:
HOMO level in eV: -9.11
SMILES: NCCc1nc2c(Cl)c(C[C@@H]3CO3)ccc2nc1B(N)O
Frontier orbital gap in eV: 8.512

The geometry in ORCA input format:
```
! wB97M-V def2-TZVPD RIJCOSX def2/J DEFGRID3
* xyz 0 1
Cl -1.6914 2.2842 0.9136
O -0.9436 4.8011 -2.4704
O 1.6321 -4.3445 -0.5037
N 2.0008 -1.1920 0.0042
N -0.6171 -0.4116 0.9214
N 2.0963 -4.1531 1.8464
N -2.4650 -2.3738 -0.6777
C 1.1098 -2.0262 0.5186
C -1.1937 -2.6450 1.5206
C -1.3710 3.4467 -2.1468
C 2.3626 1.0872 -0.5969
C -0.1906 -1.6564 0.9607
C 0.2609 0.4750 0.3879
C -2.5553 -2.6368 0.7636
C 1.9929 2.3746 -0.6962
C 1.5176 0.0788 -0.0629
C 0.6938 2.7921 -0.2425
C -0.1118 1.8500 0.2828
C -1.0129 4.4872 -1.1018
C 0.3757 4.2669 -0.3682
B 1.6105 -3.5497 0.6156
H -1.6494 -2.8228 -1.0810
H 1.7305 -3.8095 -1.3021
H -1.8306 4.8951 -0.5068
H 2.6950 3.0889 -1.1166
H 3.3573 0.8034 -0.9369
H -2.4490 3.3183 -2.0965
H -3.0577 -3.5994 0.9238
H -0.6463 2.6960 -2.4321
H 1.0580 4.7310 -1.0860
H -3.2086 -1.8705 1.1929
H 3.1025 -4.0765 1.9429
H -2.3503 -1.3706 -0.7807
H -0.8010 -3.6663 1.6117
H -1.3861 -2.2984 2.5485
H 1.6347 -3.7609 2.6602
H 0.3005 4.7875 0.5905
*
```



Record 5
Formula: C13H16BaN2PSe
Source: the Open Molecules 2025 dataset
Level of theory: ωB97M-V/def2-TZVPD

Values from the calculation:
HOMO level (spin up / spin down) in eV: -0.19 / -0.18
Frontier orbital gap (spin up / spin down) in eV: 2.461 / 2.449

The geometry in ORCA input format:
```
! wB97M-V def2-TZVPD RIJCOSX def2/J DEFGRID3
* xyz -1 1
Ba 1.3140 -0.3778 -2.7016
Se -0.9609 -0.3440 -0.4872
P 0.6078 2.7783 -1.9847
N 0.2587 0.4264 2.0107
N -0.4651 -1.6238 2.0393
C 0.5138 1.7811 1.5712
C 0.1783 -0.1985 -5.8358
C 0.3602 -0.0163 3.3425
C -0.2044 -2.2777 -4.9856
C -0.5862 -0.0329 -4.6389
C -0.6166 -1.8762 4.5768
C -0.1494 -1.3243 3.3794
C -0.7678 -1.3342 -4.0909
C -0.3707 -1.1694 5.7573
C 0.4804 0.7379 4.4999
C 0.2015 0.1118 5.7228
C 0.2517 -1.5747 -6.1293
C -0.2804 -0.5370 1.2084
H 1.3806 1.8047 0.9155
H -1.1914 -2.8174 4.5358
H -0.6415 -1.6121 6.7090
H -0.0867 -3.3525 -4.8533
H 0.5836 -2.0011 -7.0893
H -0.9585 -2.4643 1.7203
H -0.7054 3.0897 -1.5589
H 0.7828 1.7836 4.4526
H -0.9386 0.8983 -4.1051
H 0.4411 3.5259 -3.2434
H 1.1863 3.8674 -1.3346
H 0.3987 0.6246 6.6511
H 0.6594 0.5186 -6.4797
H -1.0321 -1.5693 -3.0675
H -0.3347 2.1871 1.0319
H 0.6917 2.3680 2.4615
*
```



Record 6
Formula: C13H16Cl2GdN2
Source: the Open Molecules 2025 dataset
Level of theory: ωB97M-V/def2-TZVPD

Values from the calculation:
<S²>: 16.216
HOMO level (spin up / spin down) in eV: -2.06 / -3.05
Frontier orbital gap (spin up / spin down) in eV: 4.729 / 5.483
Energy above the lowest of the compared OMol25 structures with the same formula, charge and spin in eV: 0.0000

The geometry in ORCA input format:
```
! wB97M-V def2-TZVPD RIJCOSX def2/J DEFGRID3
* xyz -1 8
Gd 3.2679 -0.1416 0.8828
Cl 5.1119 1.2049 1.7385
Cl 3.7367 -1.4846 -1.1296
N 1.9716 1.4251 -0.1123
N -0.7033 4.8725 1.9938
C -1.0459 -3.3437 0.6710
C -0.4960 -3.2749 -0.7489
C 1.1912 2.7570 -1.9525
C 1.3040 2.2358 0.7659
C 1.8724 1.6607 -1.4547
C -1.6681 -0.8908 0.5869
C -0.1222 4.1811 1.2460
C 0.5883 3.3311 0.3044
C 0.5457 3.6144 -1.0673
C -0.2687 -1.8389 -1.3081
C -2.1283 -2.2882 0.8963
C -0.8806 -0.7178 -0.5531
C -2.1080 0.1747 1.4300
H -3.0201 0.6654 1.0495
H -0.6308 -1.8188 -2.3539
H -1.1699 -3.8024 -1.4398
H 1.3847 1.9824 1.8352
H -2.9677 -2.5215 0.2196
H -1.4552 -4.3442 0.8484
H 2.3831 0.9326 -2.0869
H 0.0058 4.4925 -1.4181
H 0.4565 -3.8152 -0.7956
H -1.3661 0.9741 1.5599
H 0.8268 -1.6842 -1.3792
H -0.7090 0.2951 -0.9414
H -2.5160 -2.3384 1.9184
H 1.1673 2.9344 -3.0279
H -0.2289 -3.2047 1.3903
H -2.3290 -0.2241 2.4325
*
```



Number 1: E -42934.64966 eV. Number 2: E -199657.67893 eV. Number 3: E -64373.46955 eV. Number 4: E -36995.52067 eV. Number 5: E -92046.41607 eV. Number 6: E -62600.07253 eV.